DFT (ωB97M-V with the def2-TZVPD basis set) results for a molecular structure, C16H37Br12INNbO2P at a distorted geometry.

The energy comes out at -882222.833 eV. The value obtained for the HOMO energy is -4.30 eV. The max |F| comes out at 0.029 Eh/bohr. The calculation puts the gap between HOMO and LUMO at 5.766 eV.

```
! wB97M-V def2-TZVPD RIJCOSX def2/J DEFGRID3
* xyz -1 1
C 0.80519 -0.59696 1.99395
N 0.00279 0.59567 1.68648
C -1.26529 0.27714 1.04342
C 0.77872 1.49803 0.85572
O 1.13432 1.14062 -0.26030
C 1.13270 2.82401 1.39077
Nb 3.24151 2.79296 2.35142
P 2.30484 3.85952 4.54453
O 0.90236 4.71634 4.19925
I 1.43399 2.02033 5.97619
H 0.66151 -0.88750 3.03110
H 1.85724 -0.39484 1.84045
H 0.56412 -1.43264 1.33410
H -1.35761 0.83791 0.11588
H -1.34163 -0.77280 0.76288
H -2.11835 0.48264 1.68990
H 1.18981 3.46018 0.51083
H 0.38150 3.13256 2.11292
H 3.67677 4.47979 1.74236
H 4.93520 2.50889 2.98493
H 2.77596 1.20131 3.13992
H 3.68070 1.93896 0.81817
H 0.14172 4.12777 4.23151
Br -2.55965 -1.63706 -1.47605
C -1.01899 -1.06687 -2.51944
C -0.15261 -2.23259 -2.90896
Br 0.92107 -2.86222 -1.41637
H -0.49099 -0.32608 -1.92076
H -1.43273 -0.59178 -3.40684
H 0.56340 -1.93479 -3.67088
H -0.72424 -3.08424 -3.26479
Br -1.60421 -5.67723 -1.08936
C 0.15325 -6.46976 -0.85653
C 0.16660 -7.48052 0.25864
Br 0.17467 -6.62445 2.00484
H 0.84409 -5.64967 -0.69433
H 0.37965 -6.95018 -1.80608
H 1.07955 -8.07096 0.22415
H -0.69333 -8.14124 0.23665
Br 5.51376 8.15076 3.73937
C 3.96313 9.03334 4.51517
C 3.45290 8.29750 5.72554
Br 2.45802 6.69246 5.22697
H 3.21931 9.10960 3.72906
H 4.30800 10.02922 4.78655
H 2.74606 8.91803 6.27411
H 4.25112 7.98462 6.39093
Br -2.54258 -2.42541 -6.09377
C -1.04234 -1.84804 -7.19248
C -0.20849 -3.01306 -7.65265
Br 0.91262 -3.68235 -6.21300
H -0.47768 -1.13514 -6.60070
H -1.49447 -1.34120 -8.03925
H 0.47677 -2.70153 -8.43751
H -0.80386 -3.84890 -8.00389
Br 0.98641 -1.54417 7.43376
C -0.55943 -0.59234 8.12279
C -1.11456 -1.24421 9.35994
Br -2.13495 -2.84989 8.94155
H -1.27970 -0.53777 7.31351
H -0.19841 0.40866 8.35181
H -1.81942 -0.58043 9.85542
H -0.34090 -1.53957 10.06013
Br -3.14999 0.25309 -9.80854
C -4.98826 -0.36841 -9.92468
C -5.14490 -1.73228 -9.30617
Br -4.44902 -3.13050 -10.46669
H -5.26345 -0.34300 -10.97340
H -5.57597 0.36532 -9.37803
H -6.19742 -1.96875 -9.16923
H -4.62593 -1.82593 -8.35690
*
```